Formula: C24H80N4O14
Source: the Open Molecules 2025 dataset
Level of theory: the ωB97M-V functional and the def2-TZVPD basis

XYZ file:
```
122
Properties=species:S:1:pos:R:3:forces:R:3:lowdin_charge:R:1
H 7.7702 0.2125 0.0172 -0.004 -0.242 0.120 0.0278
H 4.2300 -5.6605 -4.5994 -0.530 -0.027 0.658 0.0627
H -2.6096 -4.1590 7.6273 -0.107 0.088 0.356 0.1128
H -0.0295 7.5671 -10.3648 0.473 -0.307 0.021 0.0721
C 0.2886 -3.1042 6.0444 0.099 0.606 -0.485 -0.0746
O -1.6518 -4.8660 -3.5414 0.055 -0.176 -0.140 -0.0504
H 10.2269 -4.8503 4.5695 -0.333 -0.051 0.273 0.0662
O 1.4346 7.7345 -6.8099 0.167 -0.160 -0.354 -0.1896
H 3.2037 -7.0472 -9.9083 0.902 -0.490 0.782 0.0743
O 2.5537 -6.2202 0.6522 0.222 0.118 0.066 -0.0551
H 3.9201 -5.5644 -10.5313 0.005 0.183 0.049 0.0790
H -10.3724 0.6663 10.7488 -0.097 -0.224 -0.280 0.0847
O -1.8012 -4.4282 1.0173 0.057 -0.237 -0.206 -0.0515
H -1.7411 -3.4831 0.8776 0.089 0.315 -0.055 0.0283
C -0.9907 -2.9313 6.8550 0.412 -1.871 1.498 -0.3859
H -1.5454 -4.7808 -2.5940 0.055 -0.019 0.286 0.0226
H -8.8769 2.9384 9.2118 0.115 0.420 -0.319 0.1195
H 2.7005 6.9816 -5.3479 0.240 -0.007 -0.071 0.0840
H 6.3206 -5.3689 -4.8296 0.700 -0.241 0.112 0.0792
H 6.6051 -6.7976 -5.9241 0.354 -0.088 0.389 0.0815
C 0.8350 0.5465 0.2505 0.564 0.553 -0.396 -0.3511
H -1.0707 8.9836 4.8930 -0.330 0.196 -0.207 0.1136
H 8.8264 -5.7528 3.8525 0.096 -0.111 0.316 0.0645
H 2.4329 6.7395 -10.6136 -0.769 -0.089 0.184 0.0688
C -8.0044 1.8156 7.5231 0.023 0.143 0.274 -0.4451
H 1.0448 -3.8047 6.3986 -0.321 -0.139 0.648 0.0758
H 1.2243 7.8005 -4.8287 0.119 0.062 0.022 0.0874
H -2.2054 -4.1251 -3.7883 -0.120 0.200 -0.120 0.0258
H 2.2184 -5.7689 -9.9627 0.108 0.997 0.170 0.0792
C 1.6428 7.1212 -5.5713 0.001 0.188 0.587 -0.1258
H 1.0845 -0.5646 -1.6452 -0.292 0.257 0.138 0.0773
C 4.9758 -5.5257 -6.3656 -0.862 1.476 -2.098 -0.4781
H 4.8363 -4.4448 -6.3509 -0.086 0.263 -0.592 0.1324
H -7.4366 -0.2510 7.7075 -0.346 -0.257 -0.123 0.0795
C -9.3541 0.9942 10.9575 -0.147 0.614 0.159 -0.1211
H -2.1532 -4.5180 1.9029 -0.073 -0.040 0.261 0.0220
H 2.1295 9.0569 -8.7046 0.356 0.029 -0.337 0.1364
C 6.3717 -5.7351 -5.8549 -0.250 -0.363 -0.183 -0.0756
H -8.4796 2.4401 6.7666 -0.254 0.071 -0.031 0.1326
H -7.1731 0.4300 6.1008 0.497 0.339 0.271 0.0705
O 7.8717 1.1068 -0.3088 0.084 0.210 0.131 -0.0544
H -2.4223 1.3475 -5.0640 -0.046 0.026 -0.262 0.0726
H 5.6707 -5.8527 -8.4258 0.139 0.180 -0.110 0.1164
H 9.8090 -3.0016 2.9843 -0.169 0.296 0.335 0.1083
C -7.8539 0.4147 6.9519 0.037 -0.025 -0.550 -0.0655
H -1.6193 -2.1678 6.3967 0.099 0.126 0.167 0.1371
H -8.9138 0.3411 11.7110 0.113 -0.132 -0.296 0.0884
O -2.4530 -4.4264 5.6256 -0.618 -0.363 -0.409 -0.1964
H -1.2403 -5.1335 7.1113 0.406 -0.068 0.133 0.1227
C 8.9885 -3.6895 3.1881 1.474 -0.784 0.387 -0.3310
C 3.2696 -5.9699 -9.7563 -0.256 0.221 0.851 -0.0974
H 7.5542 -4.3554 2.1904 -0.328 -0.101 -0.514 0.0798
H -5.1071 -0.9469 -4.6516 0.078 -0.307 -0.142 0.0790
H -6.7477 3.3485 7.9276 0.030 0.190 0.028 0.0679
H -4.1759 0.6746 -3.4018 0.268 0.686 0.307 0.1014
C -1.7559 8.2811 4.4186 -1.056 -1.200 -1.787 -0.3032
H 2.5816 0.0778 -0.9911 -0.155 0.654 -0.004 0.0741
C -4.4239 0.8145 -4.4540 0.532 0.325 0.305 -0.3367
H -4.2517 -5.3798 6.2639 -0.201 0.500 -0.185 0.0861
C 4.7817 -6.0512 -7.8272 -0.875 0.656 0.542 -0.1800
C 9.6231 -5.0292 3.6799 -0.320 0.674 -0.472 -0.0850
O 8.3061 -3.8001 1.9713 -0.469 -0.396 -0.206 -0.0757
H 4.6480 -7.1322 -7.7859 -0.010 -0.318 0.017 0.1171
O 3.6082 -5.4543 -8.4279 0.281 -1.132 -0.956 -0.1867
H 1.2093 6.2489 -8.2303 -0.381 -0.294 0.042 0.1187
H -5.1076 3.4107 1.8693 -0.167 0.031 -0.185 0.0271
N 2.6117 7.6685 -10.2598 1.323 0.648 -0.102 0.0121
H -2.8890 -6.4129 6.0246 0.276 -0.184 0.154 0.0807
H 7.1895 1.4347 -5.4667 0.141 0.198 -0.069 0.0274
H 2.8517 6.5685 -7.9045 0.529 0.603 0.258 0.1151
H 6.3040 0.2432 -5.7632 -0.138 -0.164 -0.149 0.0283
N -6.6817 2.3674 7.6969 0.689 0.357 0.104 0.0270
N 3.9179 -6.0147 -5.4923 0.963 -0.515 -0.338 0.0516
H 8.3083 -3.3207 3.9558 0.195 0.293 0.196 0.1060
H 1.8889 -1.2408 -0.2412 -0.365 -0.309 0.074 0.0717
H -3.5885 -5.7496 4.5930 -0.454 0.249 0.127 0.0847
H -2.2610 7.6533 5.1526 -0.097 0.447 0.592 0.1012
H 4.1820 -6.9892 -5.4689 -0.666 -0.799 0.550 0.0640
H -3.3516 7.9865 2.9478 -0.175 -0.019 0.353 0.0685
C 1.5980 -0.3054 -0.7193 0.940 -1.188 0.041 -0.0965
H -0.9336 0.5428 1.0647 0.047 0.076 0.026 0.0828
H 0.7062 1.5222 -0.2179 -0.141 0.333 0.205 0.1082
H -9.4411 1.9772 11.4204 0.000 0.326 0.082 0.0810
H -3.7363 1.7735 -6.2456 0.326 0.055 -0.021 0.0717
H -3.4738 2.7455 -4.7702 0.023 0.027 -0.081 0.0670
O -4.3475 3.3315 2.4457 0.240 0.058 -0.069 -0.0554
H 1.1422 6.1678 -5.4028 -0.186 -0.273 -0.489 0.0828
H 7.0899 -5.1680 -6.4470 0.094 -0.001 0.154 0.0808
H -8.7372 0.0437 6.4321 -0.488 -0.242 0.837 0.0755
C 1.8850 7.0665 -7.9791 -1.590 0.703 -0.419 -0.1936
O -0.3971 -0.0491 0.5323 -0.945 -0.622 -0.059 -0.0757
O -8.5246 1.0446 9.8293 0.674 -0.565 -0.805 -0.1950
H 1.6121 -6.0718 0.7396 -0.290 0.123 0.021 0.0257
N -0.6411 -2.5269 8.2571 -0.276 0.532 -0.940 0.0255
H 0.7727 -2.1285 6.0017 0.121 -0.008 -0.159 0.0737
C -8.8868 1.9382 8.7786 -0.544 -0.666 0.258 -0.1916
O -4.3508 -0.4734 -5.0057 0.024 -0.857 -0.754 -0.0914
H -4.7119 3.0557 3.2868 -0.057 -0.086 0.275 0.0276
C -3.3717 -5.5164 5.6355 1.026 -0.273 -0.299 -0.1053
C -1.8306 -4.2494 6.8703 -0.102 0.992 -0.015 -0.2300
H -2.3022 9.3383 2.6040 -0.130 0.277 0.177 0.0730
C -2.8137 8.8136 3.4110 0.877 0.695 1.562 -0.0859
H 3.5803 7.6116 -9.9793 0.299 0.237 0.023 0.0616
H 2.6282 -7.1340 0.3774 0.046 -0.217 -0.085 0.0274
H -1.4386 -2.2215 8.7963 -0.133 -0.045 -0.144 0.0581
C 0.4023 8.3673 -9.7637 -0.273 0.256 1.272 -0.0698
H -3.4479 9.4548 4.0232 -0.561 0.245 -0.671 0.0661
H 7.5497 1.0719 -1.2095 -0.085 0.012 -0.271 0.0257
H 10.3163 -5.4708 2.9640 -0.156 0.196 -0.327 0.0671
H 0.0879 -3.4378 5.0262 -0.277 0.167 -0.068 0.0733
H -5.4722 1.1120 -4.4816 0.022 0.729 -0.223 0.1044
H 1.3893 0.6513 1.1831 0.305 0.213 -0.015 0.1116
H -0.1315 -3.1941 8.8186 0.039 -0.316 -0.418 0.0637
H -1.5779 6.7063 3.3290 0.097 -0.100 -0.080 0.0740
H -0.3109 8.5513 -8.9602 -0.163 0.143 0.041 0.0707
C -3.4280 1.7451 -5.2005 -1.225 -0.696 0.880 -0.0676
H -9.8988 1.7386 8.4264 -0.454 -0.146 0.242 0.1191
O -0.9839 7.3985 3.6284 1.368 -0.558 0.055 -0.1074
H -6.2283 1.9345 8.4888 0.154 -0.200 0.128 0.0735
C 1.7905 8.1149 -9.1357 -0.268 -1.674 -0.687 -0.4040
O 6.7150 0.7200 -5.0421 0.000 -0.032 0.244 -0.0550
H 0.4406 9.2611 -10.3864 0.123 -0.065 0.012 0.0731
```
Positions in Å, forces in eV/Å.

Values from the calculation:
Electronic energy (eV): -60805.0202
ΔE to the lowest compared entry with this formula, charge and spin (kcal per mole): 61.25
Orbital gap (eV): 9.382
E_LUMO (eV): 0.26